(1)
ORCA calculation (ωB97M-V with the def2-TZVPD basis set) on a structure of composition C21H37CoN5O8PS.

Element x y z (Å)
Co: -0.382 -0.201 0.095
N: 1.536 0.000 0.001
C: 2.114 -0.552 1.248
C: 1.178 -0.121 2.368
O: 1.595 0.188 3.473
N: -0.104 -0.061 1.941
C: -0.931 0.986 2.510
C: -1.226 2.016 1.413
O: -1.892 3.011 1.630
O: -0.740 1.702 0.238
H: 1.852 -0.493 -0.826
H: 1.745 0.991 -0.091
H: 3.116 -0.173 1.444
H: 2.133 -1.636 1.157
H: -0.414 1.474 3.337
H: -1.883 0.615 2.901
C: -0.085 0.376 -4.596
P: -0.374 1.086 -2.972
C: 0.860 2.364 -2.711
C: -1.936 1.961 -3.085
O: -0.296 0.002 -1.936
H: -0.092 1.144 -5.370
H: -0.862 -0.359 -4.804
H: 0.880 -0.131 -4.596
H: 0.794 3.144 -3.470
H: 1.855 1.920 -2.741
H: 0.678 2.791 -1.723
H: -1.954 2.575 -3.985
H: -2.039 2.602 -2.211
H: -2.755 1.243 -3.119
C: -9.406 2.191 -0.885
C: -8.086 1.433 -0.818
S: -8.353 -0.156 -0.052
O: -8.807 0.067 1.296
O: -9.124 -0.959 -0.961
C: -6.722 -0.871 0.042
C: -5.894 -0.262 1.167
N: -4.497 -0.680 1.076
C: -3.528 0.009 0.433
N: -2.359 -0.618 0.525
C: -2.569 -1.745 1.268
C: -3.881 -1.799 1.604
N: -4.550 -2.852 2.301
O: -5.771 -2.822 2.347
O: -3.852 -3.698 2.815
C: -3.781 1.312 -0.229
H: -9.245 3.165 -1.345
H: -9.812 2.342 0.113
H: -10.134 1.643 -1.480
H: -7.347 1.966 -0.219
H: -7.678 1.234 -1.809
H: -6.253 -0.744 -0.935
H: -6.892 -1.934 0.214
H: -6.296 -0.561 2.128
H: -5.904 0.824 1.125
H: -1.780 -2.435 1.504
H: -4.272 2.005 0.454
H: -4.407 1.189 -1.117
H: -2.830 1.754 -0.498
C: 0.167 -5.398 0.935
C: 0.365 -4.700 -0.417
C: -0.629 -5.271 -1.437
C: 1.797 -4.937 -0.910
C: 0.130 -3.252 -0.258
C: -0.064 -2.065 -0.112
H: 0.346 -6.471 0.835
H: -0.851 -5.253 1.301
H: 0.855 -4.999 1.681
H: -0.468 -6.344 -1.561
H: -0.506 -4.786 -2.406
H: -1.655 -5.112 -1.103
H: 1.982 -6.006 -1.034
H: 2.522 -4.544 -0.195
H: 1.960 -4.444 -1.870

Forces on atoms 1 to 6 (eV/Å):
0.0 0.1 0.0
0.0 0.0 0.0
0.0 0.0 0.0
0.0 0.0 0.0
0.0 0.0 0.0
-0.1 0.0 0.1

The value obtained for the total energy is -103957.70405 eV. For the highest occupied orbital energy, the calculation gives -0.30614 Ha. Its energy above the lowest of the compared OMol25 structures with the same formula, charge and spin is 0.0 kcal per mole. Its gap between HOMO and LUMO is 7.75 eV.



(2)
ORCA calculation (ωB97M-V with the def2-TZVPD basis set) on a cluster of 2 separate species, C4H8 in total.

Element x y z (Å)
C: 0.567 1.125 1.300
C: -0.459 1.046 2.061
H: 0.876 0.673 0.393
H: 1.292 1.915 1.491
H: -1.363 0.529 1.664
H: -0.354 1.247 3.105
C: 0.027 -1.379 -1.020
C: -0.130 -0.774 -2.216
H: -0.161 -0.888 -0.083
H: -0.009 -2.555 -1.098
H: -0.245 0.402 -2.381
H: -0.041 -1.341 -3.217

Forces on atoms 1 to 6 (eV/Å):
3.4 2.3 -1.3
-3.0 -2.1 0.3
-1.0 -0.4 -1.1
0.6 -0.5 0.9
0.7 -0.1 0.9
-0.6 1.1 0.4

The value obtained for the total energy is -4274.55966 eV. Its SMILES is C=C.C=C. For the highest occupied orbital energy, the calculation gives -0.36433 Ha. Its energy above the lowest of the compared OMol25 structures with the same formula, charge and spin is 60.7 kcal per mole. Its gap between HOMO and LUMO is 11.16 eV.



(3)
ORCA calculation (ωB97M-V with the def2-TZVPD basis set) on a structure of composition C25H31CsF5GeN4O3Se.

Element x y z (Å)
Cs: -0.272 0.856 -0.141
C: 1.909 -1.578 -2.322
C: 0.541 -2.266 -2.301
C: 0.297 -2.974 -3.637
C: 0.497 -3.286 -1.166
O: -0.476 -1.319 -2.029
Ge: -1.259 -0.141 -3.253
O: 0.092 1.160 -2.940
C: 0.183 2.424 -3.557
C: -0.284 2.382 -5.017
C: 1.660 2.823 -3.517
C: -0.649 3.456 -2.789
O: -2.352 0.594 -1.888
C: -3.628 0.119 -1.512
C: -4.342 1.285 -0.825
C: -3.506 -1.056 -0.534
C: -4.447 -0.324 -2.730
H: 2.700 -2.296 -2.557
H: 2.130 -1.149 -1.342
H: 1.913 -0.773 -3.059
H: 1.022 -3.779 -3.779
H: 0.384 -2.274 -4.471
H: -0.709 -3.399 -3.652
H: 1.284 -4.036 -1.271
H: -0.473 -3.786 -1.153
H: 0.638 -2.785 -0.207
H: 0.250 1.597 -5.555
H: -0.095 3.341 -5.506
H: -1.352 2.165 -5.076
H: 2.250 2.098 -4.081
H: 2.013 2.823 -2.484
H: 1.817 3.818 -3.941
H: -1.691 3.135 -2.735
H: -0.602 4.431 -3.282
H: -0.280 3.582 -1.768
H: -3.751 1.640 0.022
H: -5.328 0.987 -0.460
H: -4.458 2.111 -1.529
H: -3.032 -0.747 0.401
H: -2.905 -1.855 -0.972
H: -4.499 -1.444 -0.291
H: -4.472 0.478 -3.471
H: -5.472 -0.564 -2.432
H: -4.005 -1.205 -3.197
F: 4.108 -0.210 1.810
C: 3.378 -1.322 2.068
C: 2.019 -1.174 2.427
C: 1.283 -2.379 2.512
F: -0.060 -2.306 2.685
C: 1.858 -3.600 2.344
F: 1.068 -4.715 2.339
C: 3.228 -3.741 2.037
F: 3.902 -4.825 2.630
C: 3.958 -2.541 1.898
F: 5.251 -2.609 1.456
N: -0.791 3.073 1.799
C: -1.308 3.879 2.468
N: -1.968 4.777 3.129
C: -1.688 5.165 4.344
N: -1.526 5.584 5.418
Se: 1.329 0.455 3.081
C: 1.656 0.289 4.954
C: 1.241 1.318 5.797
C: 1.480 1.201 7.154
N: 2.088 0.156 7.721
C: 2.474 -0.819 6.898
C: 2.287 -0.808 5.525
H: 0.736 2.192 5.402
H: 1.164 1.991 7.827
H: 2.965 -1.666 7.369
H: 2.623 -1.635 4.912

Forces on atoms 1 to 6 (eV/Å):
0.6 0.1 1.1
-0.1 0.0 0.0
0.0 0.0 0.0
0.0 0.0 0.0
0.0 0.0 0.0
0.0 -0.1 -0.1

The value obtained for the total energy is -174530.87016 eV. For the highest occupied orbital energy (alpha / beta), the calculation gives -0.02869 / -0.11661 Ha. Its energy above the lowest of the compared OMol25 structures with the same formula, charge and spin is 5.5 kcal per mole. The total charge is -2. The multiplicity is 2. Its gap between HOMO and LUMO (alpha / beta) is 4.33 / 6.72 eV.



(4)
ORCA calculation (ωB97M-V with the def2-TZVPD basis set) on a cluster of 2 separate species, C5H8NO in total.

Element x y z (Å)
C: 3.607 0.171 -0.068
C: 2.405 0.011 -0.051
C: -1.295 -0.150 -0.318
C: -1.019 1.321 -0.129
C: 0.981 0.227 0.209
N: -0.019 -0.767 -0.441
O: 0.421 1.350 -0.200
H: 4.710 0.244 -0.031
H: -1.591 -0.374 0.672
H: -1.978 -0.573 -1.037
H: -1.322 1.936 -0.923
H: -1.283 1.797 0.816
H: 0.667 -0.228 1.824
H: 0.242 -1.665 -0.029
H: 0.427 -0.767 -1.444

Forces on atoms 1 to 6 (eV/Å):
-0.1 -0.4 0.1
0.1 0.9 0.3
-1.4 -0.5 1.4
1.7 0.6 -0.4
-1.1 -1.9 3.5
5.3 -0.8 -2.7

The value obtained for the total energy is -8839.90733 eV. For the highest occupied orbital energy, the calculation gives -0.52832 Ha. Its energy above the lowest of the compared OMol25 structures with the same formula, charge and spin is 111.9 kcal per mole. The total charge is +1. Its gap between HOMO and LUMO is 10.24 eV.



(5)
ORCA calculation (ωB97M-V with the def2-TZVPD basis set) on a cluster of 2 separate species, C2H11P3Si in total.

Element x y z (Å)
C: 1.730 -0.006 -1.556
C: 2.411 -0.288 -0.222
Si: 1.894 0.737 1.259
P: -0.155 0.113 2.025
H: 1.982 -0.747 -2.365
H: 0.663 0.100 -1.518
H: 1.831 1.017 -2.041
H: 3.438 -0.161 -0.402
H: 2.318 -1.258 0.093
H: 0.351 -0.252 3.141
H: -0.297 1.483 2.431
P: -2.530 0.916 0.270
P: -2.945 -1.059 -0.425
H: -3.370 1.089 1.391
H: -3.404 1.307 -0.688
H: -1.925 -1.903 0.124
H: -1.991 -1.088 -1.517

Forces on atoms 1 to 6 (eV/Å):
-0.5 0.8 -1.9
-1.0 2.2 -1.0
1.0 1.1 0.4
-2.1 1.0 -3.5
-0.2 0.6 0.9
-1.0 -1.0 0.5

The value obtained for the total energy is -37991.88315 eV. Its SMILES is CC[Si]#[PH2].[PH2]#[PH2]. For the highest occupied orbital energy, the calculation gives -0.27393 Ha. Its energy above the lowest of the compared OMol25 structures with the same formula, charge and spin is 60.6 kcal per mole. Its gap between HOMO and LUMO is 6.67 eV.



(6)
ORCA calculation (ωB97M-V with the def2-TZVPD basis set) on a cluster of 2 separate species, C4H14NO in total.

Element x y z (Å)
C: 0.131 1.144 -0.166
C: 0.883 -0.189 -0.012
C: 1.981 -0.289 -1.109
C: 1.528 -0.336 1.374
N: -1.223 1.013 0.541
H: 0.527 2.080 0.217
H: -0.030 1.234 -1.257
H: 0.101 -1.055 -0.202
H: 2.653 0.547 -0.946
H: 2.512 -1.228 -0.948
H: 1.571 -0.287 -2.127
H: 1.903 0.689 1.656
H: 2.386 -0.990 1.408
H: 0.883 -0.511 2.221
H: -1.635 0.154 0.129
H: -0.986 0.892 1.517
H: -1.935 1.731 0.471
H: -3.017 -1.096 -1.449
H: -2.740 -2.111 -0.427
O: -2.605 -1.157 -0.578

Forces on atoms 1 to 6 (eV/Å):
-1.0 -0.2 -1.1
-0.7 -1.4 -0.1
-0.8 -0.1 0.7
0.3 2.3 0.3
0.7 -0.9 -0.7
0.8 -0.3 0.0

The value obtained for the total energy is -7906.35681 eV. For the highest occupied orbital energy, the calculation gives -0.56499 Ha. Its energy above the lowest of the compared OMol25 structures with the same formula, charge and spin is 13.8 kcal per mole. The total charge is +1. Its gap between HOMO and LUMO is 12.18 eV.